Formula: C17H66FN2NbO14PS
Source: OMol25
Level of theory: ωB97M-V/def2-TZVPD

Summary:
HOMO energy in hartree: -0.1578
E_tot in eV: -74731.054
LUMO level in eV: 1.221

```
! wB97M-V def2-TZVPD RIJCOSX def2/J DEFGRID3
* xyz -1 1
C 2.93 2.69 2.01
C 3.98 1.58 1.71
N 3.43 0.28 1.30
Nb 2.39 -0.78 2.80
F 4.14 -0.87 3.98
S 1.18 -2.15 4.57
C 0.52 -0.67 1.50
C -0.72 -0.03 2.18
O -0.39 1.19 2.82
C -1.81 0.28 1.09
N -3.18 -0.10 1.55
P 2.99 -3.05 1.65
O 4.49 -3.15 1.29
H 1.90 2.33 1.87
H 3.01 2.93 3.09
H 3.11 3.64 1.47
H 4.60 1.94 0.86
H 4.69 1.44 2.54
H 2.94 0.34 0.41
H 1.94 0.69 3.75
H 0.46 -3.10 3.90
H 0.71 -0.05 0.60
H 0.28 -1.68 1.12
H -1.13 -0.78 2.89
H -1.18 1.47 3.28
H -1.58 -0.41 0.25
H -1.76 1.32 0.74
H -3.71 -0.32 0.72
H -3.05 -0.95 2.09
H 2.56 -4.15 2.46
H 2.26 -3.06 0.41
C -3.43 2.06 -2.35
O -2.17 2.19 -1.68
H -4.13 1.58 -1.68
H -3.81 3.03 -2.64
H -3.30 1.44 -3.24
H -1.57 2.62 -2.29
C 1.74 -4.23 -2.39
O 0.80 -3.45 -1.67
H 2.32 -3.57 -3.03
H 2.42 -4.75 -1.71
H 1.22 -4.97 -3.02
H 0.30 -4.05 -1.11
C -6.82 4.58 -3.64
O -5.64 4.29 -2.89
H -6.88 3.89 -4.47
H -7.70 4.47 -3.01
H -6.77 5.60 -4.03
H -5.59 4.91 -2.15
C 5.49 -5.20 4.23
O 4.27 -4.60 4.64
H 5.36 -6.28 4.23
H 5.75 -4.87 3.22
H 6.30 -4.94 4.92
H 4.41 -3.64 4.63
C 7.53 -2.31 -0.71
O 6.94 -3.57 -0.45
H 8.28 -2.42 -1.48
H 6.76 -1.60 -1.05
H 8.00 -1.92 0.20
H 6.28 -3.44 0.24
C -6.84 0.48 -3.96
O -5.81 1.10 -3.20
H -6.69 -0.59 -3.95
H -7.81 0.72 -3.52
H -6.81 0.85 -4.99
H -5.96 2.05 -3.22
C -10.94 4.88 -3.66
O -9.87 4.99 -4.61
H -10.52 4.96 -2.66
H -11.66 5.69 -3.81
H -11.44 3.92 -3.76
H -10.26 4.92 -5.48
C 4.95 2.60 6.06
O 3.87 1.99 5.37
H 4.59 3.52 6.52
H 5.32 1.93 6.84
H 5.75 2.83 5.36
H 4.20 1.17 4.97
C -10.15 1.74 -5.12
O -9.11 2.34 -4.35
H -10.01 0.66 -5.10
H -11.13 1.97 -4.68
H -10.11 2.09 -6.15
H -9.25 3.29 -4.37
C 5.98 5.72 3.68
O 6.85 4.90 4.46
H 5.03 5.20 3.58
H 5.82 6.68 4.17
H 6.41 5.87 2.68
H 7.68 5.36 4.54
C -3.07 -4.45 -0.65
O -1.84 -4.18 0.00
H -3.05 -3.98 -1.63
H -3.21 -5.53 -0.77
H -3.90 -4.03 -0.08
H -1.87 -4.59 0.87
C 9.11 -5.87 -2.66
O 7.73 -6.07 -2.88
H 9.67 -6.72 -3.03
H 9.45 -4.97 -3.18
H 9.30 -5.76 -1.58
H 7.27 -5.30 -2.54
*
```

---

Formula: C17H7NO7S
Source: OMol25
Level of theory: ωB97M-V/def2-TZVPD

Summary:
HOMO energy in hartree: -0.0749
E_tot in eV: -44401.034
SMILES: O=C([O-])Oc1ccc(-c2csc3c2-n2cccc2C3=O)cc1OC(=O)[O-]
LUMO level in eV: 3.336

```
! wB97M-V def2-TZVPD RIJCOSX def2/J DEFGRID3
* xyz -2 1
O -0.95 -2.57 4.83
C 0.28 -2.38 5.04
O 0.81 -2.69 6.14
O 1.08 -1.74 4.14
C 0.74 -1.58 2.81
C 0.00 -2.53 2.11
C -0.31 -2.31 0.76
C 0.16 -1.22 0.02
C -0.26 -1.18 -1.46
C -0.45 -2.31 -2.26
S -1.00 -1.96 -3.95
C -0.90 -0.25 -3.56
C -0.54 0.02 -2.25
N -0.51 1.39 -2.09
C -0.37 2.35 -1.12
C -0.63 3.57 -1.76
C -0.96 3.32 -3.15
C -0.88 1.97 -3.29
C -1.21 0.98 -4.27
O -1.55 1.08 -5.46
C 0.98 -0.30 0.71
C 1.21 -0.44 2.12
O 2.00 0.50 2.77
C 1.80 1.83 2.53
O 2.76 2.66 2.63
O 0.65 2.25 2.18
H -0.37 -3.42 2.59
H -0.86 -3.07 0.24
H -0.25 -3.30 -1.88
H -0.16 2.24 -0.08
H -0.44 4.55 -1.30
H -1.31 4.01 -3.92
H 1.46 0.54 0.19
*
```

---

Formula: C17H9Cl2NO5S2SnTe
Source: OMol25
Level of theory: ωB97M-V/def2-TZVPD

Summary:
HOMO energy in hartree: -0.0538
E_tot in eV: -89346.831
LUMO level in eV: 4.090

```
! wB97M-V def2-TZVPD RIJCOSX def2/J DEFGRID3
* xyz -2 1
Sn -0.20 0.91 -0.26
O 4.28 3.15 3.73
C 3.25 2.50 3.11
C 3.46 1.33 2.40
C 2.37 0.74 1.77
N 1.17 1.30 1.79
C 0.96 2.42 2.47
C 1.98 3.04 3.18
C -0.45 3.01 2.37
O -0.89 3.61 3.35
O -1.00 2.81 1.25
C 2.49 -0.55 0.97
O 3.44 -1.30 1.24
O 1.58 -0.74 0.11
H 5.10 2.72 3.48
H 4.43 0.86 2.31
H 1.77 3.94 3.74
Cl -1.55 -2.43 -0.47
C -2.90 -2.34 -1.55
C -3.81 -3.38 -1.48
C -4.91 -3.42 -2.32
C -5.09 -2.40 -3.23
C -4.18 -1.36 -3.29
Cl -4.49 -0.11 -4.46
C -3.03 -1.26 -2.46
S -1.94 0.06 -2.65
H -3.64 -4.18 -0.76
H -5.62 -4.24 -2.26
H -5.94 -2.39 -3.90
Te 2.01 2.03 -1.72
C 1.45 3.95 -2.39
C 0.26 4.34 -2.92
C 0.22 5.70 -3.33
C 1.39 6.35 -3.10
S 2.55 5.29 -2.37
H -0.57 3.65 -3.02
H -0.64 6.17 -3.79
H 1.65 7.37 -3.29
*
```

---

Formula: C17H9INO4Pt
Source: OMol25
Level of theory: ωB97M-V/def2-TZVPD

Summary:
Energy above the lowest of the compared OMol25 structures with the same formula, charge and spin in eV: 0.0060
HOMO energy in hartree: -0.1972
E_tot in eV: -38805.807
LUMO level in eV: 1.842

```
! wB97M-V def2-TZVPD RIJCOSX def2/J DEFGRID3
* xyz -1 1
Pt 0.13 -0.18 -0.29
O 6.48 2.63 0.10
C 6.28 1.44 0.38
O 7.05 0.52 0.72
C 4.79 0.99 0.25
C 4.41 -0.31 0.53
C 3.10 -0.69 0.39
N 2.15 0.15 -0.02
C 2.48 1.44 -0.23
C 3.78 1.88 -0.12
C 1.34 2.41 -0.50
O 1.57 3.59 -0.68
O 0.16 1.87 -0.48
H 5.17 -1.01 0.86
H 2.77 -1.69 0.67
H 4.01 2.92 -0.30
I -2.38 -0.14 -0.03
C -2.47 -2.22 0.17
C -3.66 -2.83 0.43
C -3.70 -4.23 0.50
C -2.56 -4.95 0.27
C -1.33 -4.31 -0.02
C -0.18 -5.08 -0.31
C 0.98 -4.44 -0.65
C 1.05 -3.03 -0.65
C 0.00 -2.21 -0.29
C -1.24 -2.89 -0.04
H -4.56 -2.25 0.57
H -4.64 -4.73 0.70
H -2.58 -6.03 0.29
H -0.25 -6.16 -0.30
H 1.86 -5.01 -0.93
H 1.98 -2.60 -0.99
*
```